Entry 1:
{
  "formula": "C50H84N5O30S3",
  "method": "ωB97M-V with the def2-TZVPD basis set",
  "homo_ev": -11.623,
  "charge": 1,
  "lumo_ha": -0.155,
  "molar_mass_da": 1331.4,
  "elements": ["C", "C", "O", "N", "C", "N", "C", "C", "S", "C", "N", "N", "C", "O", "S", "C", "C", "O", "O", "C", "C", "C", "O", "C", "O", "C", "S", "N", "C", "C", "C", "O", "C", "C", "C", "O", "C", "C", "C", "C", "C", "C", "O", "C", "C", "C", "H", "H", "H", "H", "H", "H", "H", "H", "H", "H", "H", "H", "H", "H", "H", "H", "H", "H", "H", "H", "H", "H", "H", "H", "H", "H", "H", "H", "H", "H", "H", "H", "H", "H", "H", "H", "H", "H", "H", "H", "H", "H", "C", "O", "C", "O", "O", "C", "H", "H", "H", "H", "H", "H", "C", "O", "C", "O", "O", "C", "H", "H", "H", "H", "H", "H", "C", "O", "C", "O", "O", "C", "H", "H", "H", "H", "H", "H", "C", "O", "C", "O", "O", "C", "H", "H", "H", "H", "H", "H", "C", "O", "C", "O", "O", "C", "H", "H", "H", "H", "H", "H", "C", "O", "C", "O", "O", "C", "H", "H", "H", "H", "H", "H", "C", "O", "C", "O", "O", "C", "H", "H", "H", "H", "H", "H"],
  "xyz": [[2.968, 0.462, 1.908], [2.290, -0.909, 2.183], [3.132, -2.047, 1.929], [2.645, -2.814, 0.869], [3.690, -3.110, -0.059], [3.797, -2.426, -1.149], [4.889, -2.830, -2.088], [4.962, -2.085, -3.449], [5.378, -3.168, -4.889], [4.287, -4.560, -4.982], [4.494, -5.695, -5.477], [3.325, -6.373, -5.264], [2.516, -5.652, -4.680], [3.061, -4.399, -4.442], [2.687, -1.102, -1.373], [1.481, -1.461, -2.673], [0.257, -2.238, -2.170], [-0.240, -3.030, -2.877], [-0.246, -1.936, -0.935], [-1.668, -1.570, -1.025], [-2.604, -2.678, -0.479], [-3.644, -1.964, 0.429], [-3.249, -3.420, -1.506], [-3.032, -4.758, -1.391], [-2.164, -5.286, -1.957], [-3.957, -5.665, -0.544], [-3.913, -5.324, 1.244], [4.612, -4.144, 0.195], [5.532, -3.808, 1.306], [6.357, -2.508, 1.111], [6.371, -1.620, 2.389], [6.645, -2.353, 3.562], [3.809, -5.347, 0.477], [4.621, -6.630, 0.667], [3.855, -7.859, 0.115], [4.453, -8.653, -0.518], [2.377, -8.070, 0.389], [1.927, -8.841, 1.421], [0.589, -9.022, 1.665], [-0.322, -8.425, 0.828], [0.136, -7.654, -0.210], [1.460, -7.451, -0.448], [3.008, -5.085, 1.604], [2.060, -4.098, 1.289], [1.070, -4.012, 2.451], [-0.393, -3.732, 2.031], [2.267, 1.064, 1.316], [3.102, 0.968, 2.868], [3.909, 0.330, 1.367], [2.025, -0.957, 3.249], [1.338, -1.001, 1.648], [4.772, -3.899, -2.290], [5.874, -2.747, -1.621], [5.826, -1.414, -3.411], [4.070, -1.531, -3.738], [1.513, -5.850, -4.332], [1.869, -1.958, -3.564], [1.104, -0.481, -3.011], [-1.749, -0.659, -0.425], [-1.952, -1.283, -2.044], [-2.004, -3.327, 0.166], [-4.435, -1.505, -0.173], [-3.148, -1.172, 1.006], [-4.040, -2.657, 1.176], [-3.667, -6.701, -0.736], [-4.973, -5.541, -0.936], [-2.614, -5.146, 1.585], [6.247, -4.630, 1.415], [5.035, -3.732, 2.283], [6.009, -1.854, 0.298], [7.387, -2.799, 0.870], [7.114, -0.833, 2.195], [5.406, -1.094, 2.428], [5.805, -2.411, 4.024], [3.122, -5.524, -0.373], [4.754, -6.831, 1.740], [5.575, -6.583, 0.135], [2.615, -9.336, 2.104], [0.214, -9.625, 2.485], [-1.392, -8.557, 0.958], [-0.609, -7.204, -0.865], [1.838, -6.830, -1.257], [1.491, -4.479, 0.415], [1.091, -4.994, 2.939], [1.350, -3.284, 3.219], [-0.592, -2.655, 2.083], [-0.656, -4.178, 1.071], [-1.035, -4.182, 2.801], [-3.289, 4.309, -1.877], [-4.327, 3.332, -1.983], [-4.065, 2.345, -2.835], [-3.059, 2.221, -3.487], [-5.106, 1.512, -2.840], [-4.953, 0.398, -3.719], [-3.613, 5.058, -1.158], [-2.368, 3.853, -1.513], [-3.122, 4.800, -2.834], [-4.097, -0.207, -3.423], [-4.848, 0.731, -4.750], [-5.850, -0.211, -3.643], [-5.084, 10.181, 1.680], [-6.122, 9.205, 1.566], [-5.855, 8.212, 0.720], [-4.848, 8.085, 0.073], [-6.900, 7.382, 0.712], [-6.749, 6.260, -0.157], [-5.421, 10.928, 2.393], [-4.169, 9.726, 2.055], [-4.906, 10.665, 0.722], [-5.900, 5.653, 0.153], [-6.635, 6.583, -1.191], [-7.652, 5.661, -0.079], [-8.046, 7.457, 3.546], [-7.971, 8.311, 4.692], [-8.138, 7.685, 5.854], [-8.336, 6.505, 6.001], [-8.047, 8.589, 6.830], [-8.208, 8.053, 8.143], [-7.897, 8.072, 2.671], [-7.264, 6.699, 3.579], [-9.029, 6.991, 3.481], [-7.430, 7.322, 8.359], [-9.195, 7.607, 8.259], [-8.114, 8.880, 8.843], [3.098, 6.604, 0.765], [2.177, 5.584, 0.355], [2.662, 4.738, -0.545], [3.765, 4.758, -1.020], [1.703, 3.846, -0.835], [2.092, 2.872, -1.797], [2.591, 7.228, 1.495], [3.975, 6.162, 1.233], [3.386, 7.223, -0.081], [2.934, 2.283, -1.427], [2.341, 3.342, -2.747], [1.243, 2.208, -1.951], [-5.458, 3.837, 5.127], [-4.093, 3.859, 4.690], [-3.939, 4.086, 3.389], [-4.821, 4.265, 2.590], [-2.632, 4.083, 3.115], [-2.332, 4.330, 1.742], [-5.451, 3.644, 6.196], [-5.937, 4.798, 4.949], [-6.008, 3.038, 4.631], [-2.687, 5.316, 1.442], [-2.766, 3.557, 1.108], [-1.251, 4.304, 1.633], [0.644, -7.560, -6.208], [-0.042, -8.638, -6.846], [0.691, -9.294, -7.751], [1.828, -9.050, -8.049], [-0.064, -10.266, -8.265], [0.596, -11.057, -9.256], [-0.046, -7.115, -5.509], [1.510, -7.926, -5.660], [0.940, -6.804, -6.935], [1.462, -11.561, -8.831], [0.889, -10.443, -10.106], [-0.114, -11.807, -9.595], [3.398, 11.286, 2.716], [4.755, 11.625, 2.430], [5.381, 10.762, 1.632], [4.903, 9.763, 1.157], [6.625, 11.196, 1.450], [7.422, 10.363, 0.606], [3.003, 12.059, 3.369], [2.807, 11.263, 1.802], [3.342, 10.328, 3.232], [6.992, 10.303, -0.393], [7.527, 9.368, 1.037], [8.405, 10.820, 0.537]],
  "lowdin_charge": [-0.06, -0.21, -0.10, -0.02, -0.26, -0.19, -0.17, -0.42, 1.01, -0.70, 0.10, 0.08, -0.18, 0.01, 1.08, -0.29, -0.55, 0.18, -0.04, -0.06, -0.33, -0.03, 0.02, -0.55, 0.16, -0.40, 0.77, 0.01, -0.11, -0.13, -0.26, -0.03, -0.31, 0.01, -0.35, 0.16, -0.16, -0.03, -0.06, -0.08, -0.08, -0.04, -0.01, -0.28, -0.12, -0.08, 0.07, 0.08, 0.07, 0.12, 0.11, 0.12, 0.12, 0.08, 0.04, 0.14, 0.09, 0.11, 0.13, 0.14, 0.09, 0.10, 0.08, 0.03, 0.08, 0.10, -0.16, 0.14, 0.12, 0.10, 0.12, 0.12, 0.09, 0.09, 0.14, 0.15, 0.14, 0.13, 0.12, 0.11, 0.10, 0.11, 0.16, 0.13, 0.11, 0.08, 0.05, 0.08, -0.03, 0.01, -0.62, 0.11, 0.01, -0.04, 0.09, 0.09, 0.10, 0.08, 0.10, 0.10, -0.03, -0.01, -0.62, 0.12, -0.02, -0.03, 0.10, 0.10, 0.10, 0.08, 0.10, 0.10, -0.03, 0.02, -0.62, 0.11, 0.00, -0.04, 0.07, 0.09, 0.11, 0.10, 0.10, 0.09, -0.03, 0.01, -0.62, 0.13, -0.01, -0.06, 0.09, 0.10, 0.10, 0.08, 0.10, 0.08, -0.02, 0.01, -0.62, 0.12, 0.01, -0.04, 0.10, 0.09, 0.10, 0.10, 0.09, 0.09, -0.07, 0.01, -0.62, 0.13, 0.01, -0.04, 0.08, 0.08, 0.10, 0.10, 0.10, 0.09, -0.04, 0.01, -0.62, 0.11, 0.01, -0.04, 0.09, 0.10, 0.09, 0.10, 0.10, 0.09]
}

Entry 2:
{
  "formula": "C50H85MgO21",
  "method": "ωB97M-V with the def2-TZVPD basis set",
  "homo_ev": -9.448,
  "charge": 1,
  "lumo_ha": -0.060,
  "molar_mass_da": 1046.5,
  "elements": ["Mg", "C", "C", "O", "H", "H", "H", "H", "H", "C", "C", "C", "O", "C", "H", "H", "H", "H", "H", "H", "H", "H", "C", "C", "C", "O", "C", "H", "H", "H", "H", "H", "H", "H", "H", "C", "C", "C", "O", "C", "H", "H", "H", "H", "H", "H", "H", "H", "C", "C", "C", "O", "C", "H", "H", "H", "H", "H", "H", "H", "H", "O", "C", "O", "C", "C", "C", "H", "H", "H", "H", "H", "H", "O", "C", "O", "C", "C", "C", "H", "H", "H", "H", "H", "H", "O", "C", "O", "C", "C", "C", "H", "H", "H", "H", "H", "H", "O", "C", "O", "C", "C", "C", "H", "H", "H", "H", "H", "H", "O", "C", "O", "C", "C", "C", "H", "H", "H", "H", "H", "H", "O", "C", "O", "C", "C", "C", "H", "H", "H", "H", "H", "H", "O", "C", "O", "C", "C", "C", "H", "H", "H", "H", "H", "H", "O", "C", "O", "C", "C", "C", "H", "H", "H", "H", "H", "H"],
  "xyz": [[-0.164, -0.803, 0.276], [-1.720, -0.617, 4.482], [-1.736, -1.175, 3.054], [-0.797, -0.796, 2.102], [-2.421, -1.140, 5.133], [-1.987, 0.439, 4.529], [-0.767, -0.661, 5.010], [-2.763, -1.083, 2.701], [-1.657, -2.253, 3.189], [-6.433, 1.541, 2.140], [-5.628, 0.622, 3.083], [-4.326, 1.405, 3.174], [-4.617, 2.834, 2.941], [-5.983, 2.976, 2.569], [-7.507, 1.443, 2.296], [-6.248, 1.317, 1.090], [-5.575, -0.378, 2.652], [-6.115, 0.671, 4.057], [-3.657, 1.150, 2.353], [-3.917, 1.357, 4.183], [-6.043, 3.633, 1.702], [-6.604, 3.333, 3.391], [-1.075, 3.081, 3.209], [-0.944, 4.596, 3.214], [0.422, 4.873, 2.441], [0.914, 3.521, 2.162], [0.387, 2.657, 3.156], [-1.537, 2.714, 2.293], [-1.728, 2.715, 4.002], [-0.894, 4.945, 4.245], [-1.830, 5.032, 2.752], [1.203, 5.419, 2.970], [0.221, 5.345, 1.479], [0.968, 2.717, 4.076], [0.542, 1.615, 2.877], [-0.802, 2.280, -5.457], [-1.625, 1.082, -5.073], [-2.102, 1.361, -3.670], [-2.260, 2.784, -3.644], [-1.245, 3.339, -4.461], [-1.028, 2.788, -6.395], [0.284, 2.214, -5.401], [-1.032, 0.169, -5.135], [-2.489, 1.047, -5.737], [-1.351, 0.997, -2.968], [-3.044, 0.954, -3.302], [-0.399, 3.567, -3.813], [-1.537, 4.298, -4.888], [4.793, -4.122, 1.346], [4.559, -3.512, -0.037], [5.935, -3.346, -0.589], [6.713, -2.962, 0.536], [6.233, -3.714, 1.671], [4.642, -5.200, 1.399], [4.084, -3.642, 2.020], [4.057, -2.545, -0.008], [3.967, -4.127, -0.715], [5.932, -2.592, -1.377], [6.313, -4.239, -1.085], [6.352, -3.166, 2.606], [6.819, -4.616, 1.848], [0.443, -2.751, 0.163], [0.482, -3.927, 0.514], [0.994, -4.870, -0.262], [0.978, -6.104, 0.463], [-0.200, -5.930, 1.420], [-0.230, -4.486, 1.746], [1.952, -6.289, 0.915], [0.803, -6.936, -0.220], [-0.117, -6.500, 2.345], [-1.127, -6.316, 0.995], [0.323, -4.292, 2.665], [-1.230, -4.086, 1.910], [-1.884, -1.639, -0.502], [-3.061, -1.445, -0.730], [-3.483, -1.237, -1.947], [-4.883, -1.107, -1.962], [-5.333, -1.623, -0.671], [-4.208, -1.341, 0.270], [-5.273, -1.775, -2.730], [-5.170, -0.062, -2.077], [-5.603, -2.674, -0.568], [-6.121, -1.017, -0.224], [-4.139, -2.017, 1.122], [-4.221, -0.336, 0.694], [-0.686, 1.103, -0.107], [-1.486, 2.027, -0.309], [-2.814, 1.821, -0.149], [-3.544, 2.937, -0.532], [-2.613, 4.119, -0.556], [-1.208, 3.480, -0.732], [-4.257, 3.123, 0.271], [-4.028, 2.785, -1.497], [-2.808, 4.646, 0.378], [-2.913, 4.773, -1.374], [-0.412, 4.025, -0.225], [-0.922, 3.395, -1.780], [3.769, 1.499, 4.779], [3.260, 0.474, 5.287], [2.449, 0.633, 6.322], [1.865, -0.590, 6.681], [2.727, -1.687, 5.988], [3.213, -0.948, 4.795], [0.827, -0.637, 6.351], [1.988, -0.820, 7.739], [2.145, -2.553, 5.672], [3.626, -2.009, 6.513], [2.404, -0.972, 4.065], [4.157, -1.328, 4.404], [-4.912, -3.488, -4.385], [-3.697, -3.411, -4.541], [-2.861, -4.230, -3.868], [-1.462, -3.930, -4.177], [-1.491, -2.598, -4.895], [-2.889, -2.494, -5.471], [-1.164, -4.682, -4.908], [-0.770, -3.968, -3.335], [-0.709, -2.509, -5.649], [-1.436, -1.815, -4.140], [-2.944, -2.884, -6.488], [-3.326, -1.497, -5.517], [1.597, 2.326, -1.466], [2.164, 3.226, -2.017], [2.095, 4.506, -1.614], [2.873, 5.303, -2.423], [3.786, 4.449, -3.151], [3.020, 3.124, -3.273], [3.358, 6.063, -1.810], [2.273, 5.854, -3.146], [4.723, 4.418, -2.597], [4.021, 4.824, -4.147], [3.667, 2.248, -3.311], [2.317, 2.970, -4.093], [0.404, -0.842, -1.712], [1.250, -0.959, -2.589], [1.389, -0.053, -3.598], [2.417, -0.418, -4.481], [2.570, -1.928, -4.253], [2.234, -2.101, -2.775], [3.338, 0.119, -4.257], [2.250, -0.238, -5.543], [3.538, -2.280, -4.609], [1.784, -2.426, -4.819], [3.105, -1.814, -2.185], [1.832, -3.087, -2.543], [1.779, -0.202, 0.666], [2.889, 0.224, 1.014], [3.945, -0.523, 1.303], [5.112, 0.156, 1.669], [4.820, 1.586, 1.266], [3.305, 1.697, 1.200], [6.013, -0.143, 1.133], [5.295, 0.202, 2.743], [5.304, 1.872, 0.332], [5.242, 2.281, 1.991], [2.964, 2.354, 0.400], [2.802, 2.039, 2.105]],
  "lowdin_charge": [0.56, -0.07, -0.41, -0.31, 0.08, 0.04, 0.04, 0.07, 0.07, -0.16, -0.15, -0.18, -0.16, -0.20, 0.11, 0.09, 0.10, 0.12, 0.10, 0.11, 0.11, 0.12, -0.15, -0.13, -0.12, -0.18, -0.21, 0.10, 0.10, 0.11, 0.10, 0.11, 0.10, 0.12, 0.11, -0.15, -0.15, -0.17, -0.14, -0.20, 0.12, 0.10, 0.09, 0.12, 0.11, 0.12, 0.10, 0.13, -0.15, -0.19, -0.22, -0.13, -0.17, 0.11, 0.10, 0.09, 0.11, 0.12, 0.12, 0.11, 0.11, 0.06, -0.38, 0.05, -0.12, -0.16, -0.05, 0.13, 0.13, 0.12, 0.13, 0.14, 0.13, 0.08, -0.41, 0.07, -0.15, -0.16, -0.06, 0.12, 0.14, 0.14, 0.12, 0.13, 0.11, 0.06, -0.34, 0.04, -0.19, -0.11, -0.01, 0.11, 0.13, 0.11, 0.12, 0.11, 0.09, 0.07, -0.44, 0.05, -0.14, -0.15, -0.10, 0.11, 0.13, 0.12, 0.12, 0.14, 0.13, 0.09, -0.45, 0.03, -0.12, -0.18, -0.06, 0.13, 0.12, 0.12, 0.10, 0.13, 0.12, 0.13, -0.47, 0.06, -0.23, -0.16, -0.04, 0.14, 0.14, 0.13, 0.13, 0.11, 0.12, 0.06, -0.36, 0.03, -0.17, -0.13, -0.04, 0.12, 0.13, 0.13, 0.11, 0.13, 0.13, 0.07, -0.35, 0.04, -0.15, -0.14, -0.03, 0.13, 0.12, 0.11, 0.12, 0.10, 0.11]
}